Below is a structure of composition C25H30N6Pt, with properties calculated with ωB97M-V with the def2-TZVPD basis set.

Total charge   +2
DFT total energy   -1418.0596 hartree
Frontier orbital gap   0.3194 Eh
E_LUMO   -0.1944 Ha

Geometry (Å):
Pt1 -0.05 0.04 -0.30
C1 -0.77 -1.06 2.32
C2 -2.24 -0.84 2.02
C3 -2.68 -1.18 0.62
C4 -3.95 -1.72 0.46
C5 -4.41 -2.09 -0.78
C6 -3.55 -1.94 -1.86
C7 -2.30 -1.40 -1.64
N1 -1.86 -1.00 -0.43
N2 0.07 0.03 1.77
C8 -0.22 1.34 2.45
C9 -1.29 2.21 1.83
C10 -2.03 3.09 2.61
C11 -2.95 3.91 1.98
C12 -3.10 3.83 0.60
C13 -2.32 2.91 -0.09
N3 -1.43 2.13 0.51
C14 1.51 -0.29 2.01
C15 2.36 0.54 1.09
C16 3.65 0.92 1.37
C17 4.35 1.68 0.44
C18 3.72 2.05 -0.73
C19 2.42 1.64 -0.96
N4 1.76 0.89 -0.07
H1 -0.61 -1.12 3.40
H2 -0.43 -1.99 1.87
H3 -2.81 -1.47 2.70
H4 -2.54 0.19 2.25
H5 -4.57 -1.85 1.34
H6 -5.40 -2.50 -0.91
H7 -3.83 -2.24 -2.86
H8 -1.62 -1.28 -2.46
H9 -0.47 1.12 3.49
H10 0.71 1.91 2.46
H11 -1.89 3.13 3.68
H12 -3.54 4.61 2.55
H13 -3.81 4.45 0.07
H14 -2.41 2.81 -1.17
H15 1.76 -0.10 3.05
H16 1.67 -1.35 1.80
H17 4.11 0.63 2.31
H18 5.37 1.98 0.64
H19 4.22 2.66 -1.47
H20 1.88 1.91 -1.85
N5 0.22 -0.01 -2.29
C20 0.39 -0.04 -3.43
N6 0.58 -0.10 -4.71
C21 0.38 1.08 -5.58
C22 -0.52 0.70 -6.75
C23 0.01 -0.53 -7.48
C24 0.18 -1.70 -6.51
C25 1.09 -1.33 -5.36
H21 1.36 1.39 -5.94
H22 -0.04 1.89 -4.98
H23 -0.59 1.56 -7.43
H24 -1.53 0.51 -6.37
H25 0.98 -0.29 -7.94
H26 -0.66 -0.80 -8.29
H27 0.59 -2.57 -7.02
H28 -0.80 -2.00 -6.12
H29 2.10 -1.11 -5.72
H30 1.16 -2.11 -4.61